C34H97N5O19 | ωB97M-V with the def2-TZVPD basis set

Calculated values
Calculated total energy   -83175.663 eV
SMILES string   COC[C@H](C)N.COC[C@H](C)N.COC[C@H](C)N.COC[C@H](C)N.COC[C@H](C)N.OCCO.OCCO.OCCO.OCCO.OCCO.OCCO.OCCO
Multiplicity   1
Highest occupied orbital energy   -0.31409 Eh
HOMO-LUMO gap   0.3222 Eh
Energy above the lowest of the compared OMol25 structures with the same formula, charge and spin   76.6 kcal/mol
LUMO level   0.22 eV

Positions of all 155 atoms, in Å:
O1 0.410034 -5.186674 4.199965
O2 -2.101308 2.654371 -1.247474
O3 -2.016277 0.187136 -2.555913
O4 1.572310 1.397177 -7.210778
O5 1.543617 1.245250 1.142619
O6 -1.838193 4.765497 -4.236946
O7 2.545040 -5.364467 -0.261181
O8 -2.112299 1.205571 5.313521
O9 3.509136 -2.448724 -0.937297
O10 1.759794 4.444442 -3.300941
O11 -4.927046 -1.938234 -0.134317
O12 -1.897437 -1.191131 3.843432
O13 -0.999953 4.279017 2.430171
O14 2.714628 3.545574 0.083471
O15 4.510022 -1.179286 3.391098
O16 2.407425 -3.336303 -3.707828
O17 0.587007 -1.319904 1.079265
O18 -5.418136 0.679601 -3.791928
O19 -0.351453 -2.766329 5.635156
N1 2.201236 1.555957 4.253727
N2 0.431627 -1.764653 -2.079872
N3 1.659406 4.748563 3.039588
N4 -5.222777 -4.575178 -0.861146
N5 1.052069 1.968887 -4.523213
C1 -4.483415 -0.950823 0.783217
C2 -6.172144 -2.525815 0.189688
C3 4.587898 -2.570865 3.609382
C4 0.549470 0.945386 0.141284
C5 1.025808 -3.628636 -3.698418
C6 1.014065 6.546526 4.698326
C7 -3.243754 0.672884 4.673714
C8 3.482001 0.981650 3.815439
C9 -4.436430 -0.089185 -3.039263
C10 2.026893 2.520047 -7.894172
C11 2.472580 -4.163644 0.541432
C12 3.189077 -4.350592 -4.374839
C13 -1.281881 3.049291 3.093481
C14 -7.654779 -4.477692 -0.626564
C15 0.670729 5.255213 3.990414
C16 -1.577438 3.719810 -3.308839
C17 -0.747788 5.322527 3.339525
C18 3.708572 -3.322349 0.178635
C19 2.706431 4.133160 -2.274065
C20 3.031099 0.578303 -3.872933
C21 2.399376 0.773723 -6.252629
C22 -6.386135 -3.653742 -0.887989
C23 0.628412 -3.901489 3.635681
C24 0.802589 -2.971065 4.820327
C25 3.500362 -0.527537 4.096369
C26 4.626845 1.626408 4.604242
C27 -3.145137 -0.836187 4.424000
C28 0.324519 -3.243785 -2.370453
C29 -0.252312 -0.220149 0.674289
C30 1.937255 4.129214 -0.959484
C31 2.409892 1.506487 -4.895122
C32 -3.025361 0.013237 -3.565679
C33 -2.529366 3.697824 -2.110645
C34 -1.128322 -3.641320 -2.438104
H1 1.163410 4.691327 2.153692
H2 -4.413812 -3.964823 -0.919460
H3 0.508868 -1.606005 -1.073173
H4 1.668756 -3.281472 5.412319
H5 3.607242 3.903317 0.092552
H6 3.431072 0.786633 -6.629096
H7 -3.520907 1.130815 3.723578
H8 0.350873 -5.821277 3.475532
H9 -0.083448 1.830261 0.045369
H10 4.628633 2.713247 4.505419
H11 -1.049166 -0.547954 0.005672
H12 1.445421 -3.803002 2.923789
H13 -4.115362 -1.287165 1.756304
H14 -3.570405 -0.624871 0.268561
H15 0.792937 -4.693645 -3.750613
H16 -3.956778 -1.185038 3.775738
H17 -6.303254 -3.037975 -1.785548
H18 0.437626 1.158972 -4.476948
H19 3.065722 2.378665 -4.941605
H20 -4.081401 0.734280 5.382468
H21 -4.453266 0.477940 -2.094656
H22 -2.179627 1.794121 -1.696102
H23 1.502127 7.178987 3.957425
H24 5.370971 -2.897750 2.924200
H25 1.474974 1.219914 3.620610
H26 4.069672 -2.720780 1.012472
H27 2.020747 -0.246533 -6.213472
H28 -1.178126 5.437528 -4.041578
H29 -2.849667 -0.924023 -4.112552
H30 -6.134471 0.766982 -3.157474
H31 -7.735157 -5.302637 -1.326889
H32 -3.551396 3.491076 -2.448785
H33 1.922014 2.128217 1.010028
H34 1.548069 6.359758 5.630204
H35 3.122242 -5.202448 -1.009617
H36 2.519971 -0.882929 3.730832
H37 1.444743 -1.796446 -2.263348
H38 -6.171141 -2.907759 1.212284
H39 1.074788 -1.981635 4.433525
H40 -8.482231 -3.778724 -0.761376
H41 -0.803181 -0.128627 1.619989
H42 4.889152 -2.846771 4.620718
H43 1.482106 -3.728305 0.438160
H44 3.562237 1.278473 2.771228
H45 3.723544 -2.955903 -1.726423
H46 -0.388385 2.758426 3.657428
H47 -4.780289 -1.082153 -2.744309
H48 -3.378410 -1.409692 5.330839
H49 3.118257 2.614359 -7.855148
H50 -5.202878 -5.058231 0.029761
H51 1.316500 -1.046636 1.641996
H52 0.513302 4.430249 4.700594
H53 1.526089 3.568821 -3.684720
H54 -1.740987 -3.221045 -1.640985
H55 1.143471 3.416909 -1.180502
H56 1.941141 1.171574 5.161226
H57 3.641663 4.702864 -2.302393
H58 0.125006 7.061045 5.080700
H59 -5.115936 -0.065144 0.866962
H60 -0.786712 6.265198 2.781990
H61 -1.366092 -4.698870 -2.575546
H62 -2.127726 3.130088 3.774987
H63 3.429070 -5.134162 -3.659100
H64 1.595377 5.122686 -0.669566
H65 -1.632687 2.740560 -3.789779
H66 4.557565 1.448890 5.679265
H67 1.769149 2.461829 -8.957743
H68 -1.522054 5.357195 4.111409
H69 -2.593852 4.663620 -1.612284
H70 3.455565 -0.682870 5.183313
H71 0.751875 2.459228 -5.366115
H72 0.561620 -2.975593 -4.445272
H73 -1.367843 -1.616714 4.543169
H74 -7.595820 -4.832433 0.400637
H75 -0.235502 -3.471208 3.109680
H76 4.525706 -3.982437 -0.128339
H77 0.845153 -3.734412 -1.543118
H78 4.057558 -3.790651 -4.719387
H79 3.091354 3.137769 -2.520327
H80 1.166972 0.704950 -0.728678
H81 3.283400 0.952740 -2.876816
H82 -1.537886 -3.222662 -3.370762
H83 -0.573718 3.828965 -2.894974
H84 4.026835 0.217275 -4.166541
H85 -1.382436 2.279141 2.332742
H86 2.492143 -0.358502 -3.715574
H87 -1.539048 -0.651659 -2.591332
H88 2.667699 -4.689328 -5.269498
H89 3.678727 -3.078968 3.273020
H90 2.675942 -4.498847 1.560675
H91 -0.072824 -2.377232 6.467488
H92 1.965061 3.798598 3.213247
H93 5.548192 1.218420 4.185423
H94 -1.532352 0.481754 5.565205
H95 -2.818762 0.744769 -4.350626
H96 -6.993658 -1.843221 -0.063204
H97 1.572262 3.475776 -7.606552

Forces on atoms 1 to 3 (eV/Å):
O 0.257 -0.100 -0.933
O -0.038 0.353 0.546
O -0.916 -0.758 -0.480